Entry 1:
Formula: C4H2CuO2
Source: the OMol25 dataset
Level of theory: ωB97M-V/def2-TZVPD

Structure (XYZ):
```
9
Properties=species:S:1:pos:R:3:lowdin_charge:R:1
Cu 0.094 -0.247 0.501 0.4444
O -1.455 -0.419 1.761 -0.1702
O 0.758 -1.486 -0.787 -0.2887
C -0.657 0.454 2.206 -0.1662
C 0.294 0.669 -1.514 -0.3533
C 0.833 -0.604 -1.794 -0.4124
C -0.151 1.612 -0.791 -0.1516
H -0.987 0.928 3.167 0.0360
H 1.272 -0.907 -2.749 0.0620
```

DFT total energy, Eh: -1944.3896
Energy relative to the best compared isomer or geometry (same formula, charge and spin), kcal/mol: 32.6
Expectation value of S²: 2.023
HOMO level (alpha / beta), hartree: -0.0532 / -0.1533
Spin multiplicity: 3
Net charge: -1

Entry 2:
Formula: C6H13F2N2O7PS2
Source: the OMol25 dataset
Level of theory: ωB97M-V/def2-TZVPD

Structure (XYZ):
```
33
Properties=species:S:1:pos:R:3:lowdin_charge:R:1
S -1.291 -2.717 -0.798 0.5673
S -1.782 1.021 1.922 0.3597
P -1.926 -0.811 1.316 0.1261
F -2.451 -3.317 0.014 -0.1215
F 0.003 2.912 -4.021 0.0766
O 0.832 2.753 -1.925 0.1255
O -1.710 -1.800 2.549 -0.1939
O -1.688 -2.379 -2.093 -0.2193
O 0.999 3.067 0.299 0.1693
O -3.410 -1.071 0.798 -0.2015
O -0.968 3.384 -0.745 0.0527
O -0.235 -3.624 -0.722 -0.2194
N 0.490 -1.446 0.525 -0.0921
N -0.843 -1.242 0.051 -0.2659
C 0.350 3.072 -0.688 -0.5701
C 1.239 -0.194 0.643 -0.2243
C -1.344 3.404 -2.127 -0.0498
C -0.292 2.522 -2.758 -0.3140
C 2.742 -0.492 0.733 -0.2076
C 3.089 -1.846 1.376 -0.1000
H 0.958 0.413 1.497 0.0716
H 3.214 0.278 1.329 0.1034
H 3.131 -2.603 0.603 0.0716
H 3.173 -0.493 -0.259 0.1034
H 1.064 0.391 -0.249 0.1016
H 4.049 -1.811 1.875 0.0679
H -0.533 1.458 -2.757 0.1733
H -2.048 -1.356 3.346 0.0797
H 0.455 -1.968 1.392 0.0962
H -2.352 3.023 -2.260 0.1406
H -1.296 4.427 -2.504 0.1444
H 2.367 -2.183 2.114 0.0615
H -3.985 -0.770 1.525 0.0867
```

DFT total energy, Eh: -2210.1084
Structure (SMILES): CCCNN(P(O)(O)=S)S(=O)(=O)F.O=C1OC[C@@H](F)O1
HOMO level, hartree: -0.3460

Entry 3:
Formula: C46H90F18N8O12S6
Source: the OMol25 dataset
Level of theory: ωB97M-V/def2-TZVPD

Structure (XYZ):
```
180
Properties=species:S:1:pos:R:3:lowdin_charge:R:1
S -3.481 5.847 0.657 0.5410
S 2.267 -3.454 -2.803 0.6058
S 2.377 -2.662 4.011 0.6090
S -0.385 -2.190 3.731 0.6124
S 3.882 -1.226 -3.530 0.6310
S -0.788 5.683 1.114 0.6316
F 0.821 7.685 0.395 0.1399
F -0.302 8.112 2.171 0.1575
F -4.262 6.901 2.793 0.1230
F 4.554 1.267 -2.987 0.1811
F 0.027 -2.415 6.249 0.2120
F 2.767 0.527 -1.957 0.1322
F -4.342 8.351 1.173 0.1123
F -0.324 -3.710 -3.007 0.1195
F 3.138 -1.870 6.400 0.1956
F 4.715 -0.080 -1.349 0.1223
F 0.479 -1.763 -3.453 0.1379
F -5.903 6.745 1.374 0.1363
F -2.049 -2.601 5.704 0.1216
F -1.066 -0.633 5.715 0.1334
F 2.824 -0.180 5.029 0.0992
F 4.469 -1.386 4.761 0.1377
F 1.309 6.637 2.317 0.1021
F 0.395 -2.334 -1.364 0.1415
O 3.091 -0.863 -4.715 -0.2761
O -0.343 5.045 -0.121 -0.3136
O 5.282 -1.524 -3.807 -0.2996
O -3.756 4.540 1.212 -0.2911
O 1.965 -3.847 4.725 -0.2845
O 2.319 -4.037 -4.113 -0.2514
O 2.310 -4.393 -1.678 -0.3323
O -1.129 -1.290 2.832 -0.3272
O -0.582 -3.579 3.463 -0.3021
O -0.711 4.805 2.295 -0.3189
O -3.841 5.983 -0.715 -0.3100
O 3.346 -2.786 2.928 -0.2986
N 1.906 1.858 1.511 -0.2204
N -5.144 -0.725 3.192 -0.2684
N 3.251 -2.259 -2.543 -0.3052
N -2.124 6.477 0.952 -0.3100
N 1.134 -1.759 3.616 -0.3203
N 0.910 -5.901 0.960 -0.2444
N 6.037 -5.171 -2.705 -0.2637
N -3.076 8.896 -3.639 -0.2998
C 5.711 -4.223 -1.575 -0.1426
C 6.826 -3.307 -1.192 -0.2369
C 0.422 2.002 1.239 -0.1053
C 1.683 -6.978 0.234 -0.0901
C -4.600 7.057 1.515 -0.6306
C -3.286 7.423 -3.762 -0.1555
C -0.134 1.201 0.001 -0.1760
C 0.915 -8.284 0.547 -0.1369
C -0.882 -1.947 5.490 -0.6928
C -0.150 -5.436 0.017 -0.1293
C -4.383 9.523 -3.235 -0.0976
C -1.192 -4.435 0.546 -0.2019
C -3.857 0.016 2.941 -0.0930
C -5.623 1.647 3.395 -0.1596
C 1.788 -4.715 1.277 0.0362
C 0.336 7.157 1.516 -0.6352
C 7.158 -6.116 -2.364 -0.0959
C -0.183 -7.915 1.514 -0.1470
C 3.225 -1.470 5.172 -0.6903
C -6.734 -3.530 0.995 -0.0861
C 3.487 3.341 2.501 -0.1167
C 2.130 2.719 2.721 -0.1098
C -2.352 -4.270 -0.415 -0.0859
C 2.619 2.562 0.376 -0.0888
C -6.678 -2.678 2.255 -0.1992
C 2.441 0.423 1.681 0.0623
C 3.301 3.756 1.017 -0.1137
C -5.104 9.774 -4.547 -0.1267
C -2.109 9.026 -2.615 -0.0214
C -1.626 1.520 -0.135 -0.0753
C 6.796 -7.462 -3.037 -0.0921
C 0.594 -2.786 -2.602 -0.6491
C -2.150 6.559 -4.240 -0.2309
C 6.712 -2.830 0.237 -0.0669
C -4.004 9.990 -5.633 -0.0722
C 0.374 -6.648 2.110 -0.1101
C 5.361 -7.198 -3.736 -0.1099
C 4.856 -6.030 -2.912 -0.1479
C -6.192 0.363 2.882 -0.1104
C -2.683 5.223 -4.761 -0.0638
C -2.685 9.545 -4.903 -0.0635
C 3.972 0.239 -2.411 -0.7066
C -4.090 1.439 3.552 -0.0949
C -5.274 -1.932 2.338 -0.1255
C 6.385 -4.390 -3.967 0.0539
C -5.355 -1.125 4.613 0.0356
H 1.213 -6.816 2.800 0.1609
H 6.916 -3.649 0.857 0.0582
H 8.092 -5.611 -2.436 0.1172
H -5.025 8.851 -2.619 0.1558
H -0.639 -6.289 -0.403 0.1233
H -3.471 2.177 2.963 0.1233
H 1.968 2.838 -0.441 0.1316
H 4.493 -6.437 -1.935 0.1490
H 4.191 4.099 0.576 0.1050
H 6.761 -8.257 -2.265 0.1199
H -4.099 7.291 -4.452 0.1256
H -2.050 -3.865 -1.393 0.0702
H -5.049 -1.509 1.318 0.1408
H -6.126 2.042 4.301 0.1290
H -5.817 2.442 2.666 0.1194
H 3.429 0.460 2.153 0.1139
H -6.185 -1.887 4.699 0.1263
H -2.167 8.800 -5.476 0.1132
H 3.298 1.847 -0.005 0.0911
H -5.592 8.813 -4.642 0.1057
H 7.404 -2.015 0.397 0.0814
H 1.639 -8.931 1.027 0.1163
H 6.886 -2.465 -1.871 0.1053
H -3.034 -0.581 3.288 0.0829
H 7.543 -7.738 -3.750 0.0974
H -0.052 0.132 0.175 0.0918
H -2.973 -3.476 -0.043 0.0570
H -2.994 5.249 -5.767 0.0627
H -3.913 11.015 -5.835 0.0964
H -2.398 8.408 -1.760 0.1176
H 6.574 -5.012 -4.825 0.1083
H 4.079 -5.444 -3.397 0.1038
H -4.473 -1.598 5.004 0.0934
H 1.960 2.108 3.644 0.1561
H -1.564 6.402 -3.363 0.0963
H -6.870 -3.201 3.166 0.0922
H 1.318 -4.179 2.120 0.0691
H 5.443 -4.911 -0.755 0.1417
H -2.218 0.620 -0.350 0.0687
H -1.410 7.044 -4.913 0.1239
H -7.408 -1.830 2.085 0.1197
H -3.519 4.928 -4.135 0.0825
H -5.513 -0.248 5.255 0.1181
H -4.137 10.439 -2.651 0.1505
H -0.093 1.654 2.089 0.1194
H -0.406 -6.093 2.652 0.1298
H 1.381 3.546 2.615 0.1221
H 0.385 1.330 -0.911 0.0834
H -1.901 4.455 -4.702 0.0894
H -1.937 2.240 -0.876 0.0740
H -2.023 1.863 0.845 0.0688
H -1.946 10.293 -4.727 0.1333
H -6.457 -2.880 0.159 0.0850
H -1.056 -7.711 0.945 0.0982
H -3.847 1.448 4.624 0.1144
H 7.734 -3.896 -1.369 0.1078
H 2.645 4.655 1.026 0.1176
H -6.291 0.417 1.766 0.1545
H 2.736 -7.033 0.602 0.1441
H 2.473 -0.014 0.684 0.0960
H 1.777 -6.735 -0.794 0.1036
H 4.895 -3.604 -1.971 0.0907
H -4.494 -2.604 2.500 0.1153
H 5.524 -3.759 -4.215 0.0910
H -1.512 -4.773 1.545 0.0980
H 0.261 3.079 1.159 0.0812
H -1.144 8.624 -2.912 0.1187
H 4.218 2.526 2.515 0.1139
H -0.373 -8.714 2.261 0.1442
H -3.697 0.144 1.873 0.1235
H -3.637 6.907 -2.769 0.1521
H -1.956 10.071 -2.289 0.1317
H 0.487 -8.740 -0.350 0.1244
H 7.208 -3.714 -3.883 0.1044
H -7.730 -3.979 0.894 0.0937
H 7.051 -6.319 -1.246 0.1530
H 4.604 -7.985 -3.663 0.1151
H 3.803 4.087 3.181 0.1139
H -7.174 0.129 3.326 0.1409
H -4.195 9.455 -6.519 0.1020
H -5.989 -4.257 1.082 0.0513
H -2.984 -5.123 -0.610 0.0790
H 5.453 -7.033 -4.832 0.1212
H 0.464 -5.018 -0.828 0.1074
H -0.748 -3.399 0.597 0.1156
H 5.674 -2.442 0.471 0.1020
H 2.810 -5.017 1.466 0.1065
H 1.753 -4.133 0.361 0.0757
H 1.776 -0.165 2.265 0.0466
H -5.766 10.642 -4.472 0.1306
```

DFT total energy, Eh: -7333.7291
HOMO level, hartree: -0.4741
Net charge: +2

Entry 4:
Formula: C18H16N6O
Source: the OMol25 dataset
Level of theory: ωB97M-V/def2-TZVPD

Structure (XYZ):
```
41
Properties=species:S:1:pos:R:3:lowdin_charge:R:1
O 0.829 1.579 1.584 -0.0174
N -1.358 -2.247 -0.476 0.1817
N -0.419 -1.190 1.422 0.1755
N 0.474 -0.766 -0.708 0.1849
N -0.475 -1.840 -2.530 0.1273
N -2.482 2.526 7.324 0.1522
N -2.178 -2.640 1.627 0.1652
C 0.430 -0.601 0.600 -0.3028
C -1.213 2.127 5.139 -0.2500
C 1.534 0.416 -4.662 -0.0443
C 1.433 0.365 1.185 -0.1051
C -0.444 -1.602 -1.207 -0.3732
C -0.657 0.876 4.873 -0.0181
C 0.623 0.019 -3.690 -0.2094
C 0.164 1.668 2.760 -0.2565
C -0.143 1.042 -2.915 -0.0438
C -1.305 -2.006 0.829 -0.4468
C -1.076 3.153 4.200 -0.0222
C 2.217 -0.503 -5.437 -0.0882
C -1.912 2.350 6.343 -0.2059
C -0.395 2.923 3.028 0.0082
C 0.025 0.644 3.696 -0.0172
C 0.431 -1.351 -3.493 -0.2056
C 1.096 -2.275 -4.292 -0.0256
C 1.987 -1.857 -5.261 -0.0910
H 0.417 -0.339 3.497 0.0917
H 2.138 0.640 0.397 0.1325
H 0.296 1.165 -1.926 0.0643
H -0.765 0.082 5.598 0.1203
H -2.212 -2.389 2.598 0.1045
H 2.502 -2.583 -5.871 0.1010
H -0.277 3.702 2.292 0.1207
H -1.176 0.725 -2.779 0.0857
H 1.971 -0.104 2.016 0.1305
H -2.911 -3.185 1.211 0.1043
H -0.128 2.000 -3.428 0.0785
H -1.056 -2.623 -2.796 0.1510
H -1.507 4.123 4.401 0.1205
H 0.912 -3.330 -4.141 0.1111
H 2.917 -0.164 -6.186 0.1010
H 1.696 1.472 -4.821 0.1104
```

DFT total energy, Eh: -1099.3562
Energy relative to the best compared isomer or geometry (same formula, charge and spin), kcal/mol: 0.0
Structure (SMILES): Cc1ccccc1Nc1nc(N)nc(COc2ccc(C#N)cc2)n1
HOMO level, hartree: -0.3219